The following is a quantum chemistry calculation of C4H6O3Tl as an isolated structure, from the Open Molecules 2025 dataset.

Its energy relative to the best compared isomer or geometry (same formula, charge and spin) is 253.7 kJ/mol. The total charge is +1. Its LUMO energy is -0.204 Ha. The total energy is -553.7722 a.u. For the largest force on an atom, the calculation gives 7.8 eV/Å.

Each line ends with the Mulliken charge.
Positions of all 14 atoms, in Å:
1 O 1.67563 -0.16921 0.20027  -0.23
2 C 0.88371 -0.91386 0.87899  0.13
3 C 0.92587 -0.50420 2.29834  -0.95
4 H 1.73655 -0.97065 2.87153  0.31
5 H 1.03499 0.59491 2.30748  0.32
6 H -0.01828 -0.64249 2.84546  0.30
7 O 0.26141 -0.96368 -1.19900  -0.50
8 Tl -1.00325 -2.49819 -0.10904  0.76
9 C 0.75117 0.16963 -1.13227  0.86
10 O 0.07562 1.21267 -1.46530  -0.32
11 C -1.32752 1.18075 -1.82162  -0.52
12 H -1.91742 0.98466 -0.91935  0.28
13 H -1.53436 2.16443 -2.24740  0.24
14 H -1.54412 0.35524 -2.50807  0.33

=====

The following is a quantum chemistry calculation of a 11-piece molecular cluster, C38H76F6N8O16P overall, from the Open Molecules 2025 dataset.

The total charge is +3. Its LUMO energy is -0.285 Ha. The total energy is -4075.1118 a.u. For the largest force on an atom, the calculation gives 2.8 eV/Å.

Each line ends with the Mulliken charge.
Positions of all 145 atoms, in Å:
1 C -0.75354 18.48143 20.37739  -0.44
2 C -0.23629 17.63675 19.41504  0.71
3 C 0.05921 16.19657 19.75014  1.24
4 O 0.40145 15.33778 18.89097  -1.09
5 C -0.22138 15.73156 21.03708  -1.42
6 C -0.81430 16.54948 22.03178  0.44
7 C -1.15298 18.02012 21.65688  -0.64
8 O -1.57616 18.75922 22.54222  -0.25
9 O -1.12181 16.10063 23.14905  -1.21
10 O 0.02396 18.15537 18.27639  -1.56
11 H -0.96411 19.51778 20.15291  0.43
12 H 0.12899 14.75695 21.34112  1.69
13 C 0.57233 18.34772 25.16000  2.34
14 C -0.30131 18.84066 26.14628  -0.28
15 C 0.34348 19.23506 27.51430  0.46
16 O -0.35798 19.84756 28.31190  -0.68
17 C 1.70587 18.88786 27.72558  -0.86
18 C 2.55148 18.41206 26.71799  0.30
19 C 1.96395 18.22925 25.34522  -0.81
20 O 2.69805 17.99237 24.34002  -0.61
21 O 3.67403 17.98497 27.03929  -0.74
22 O -1.49592 19.19902 25.96970  -1.13
23 H 0.14345 18.09713 24.19235  -0.24
24 H 1.99640 18.93312 28.76411  0.41
25 C 2.99716 17.87794 21.09975  -1.75
26 C 2.56841 19.30736 21.37357  2.35
27 C 3.74429 20.05558 21.98597  -1.41
28 O 3.23567 21.25461 22.46405  -0.21
29 C 4.10127 21.91094 23.38087  -0.96
30 N 2.09764 19.96753 20.11854  0.60
31 H 1.76860 20.92692 20.28244  0.26
32 H 2.85664 19.97117 19.43989  0.56
33 H 1.28950 19.46106 19.73566  -0.46
34 H 3.66971 17.69737 20.25045  0.48
35 H 2.15387 17.18973 20.99096  0.02
36 H 3.56013 17.44638 21.92958  0.40
37 H 1.81324 19.26565 22.15881  -0.86
38 H 4.55575 20.18570 21.24628  0.39
39 H 4.19708 19.40216 22.73786  0.49
40 H 3.57650 22.60672 24.02934  0.28
41 H 4.77402 22.57745 22.82206  0.32
42 H 4.76535 21.23916 23.92430  0.40
43 C 3.48254 12.64773 18.28387  -1.11
44 C 4.04281 13.99027 18.72426  0.45
45 C 5.54037 14.15554 18.71613  -1.02
46 O 6.00007 13.69141 17.47563  -0.30
47 C 7.38041 13.95138 17.26080  -0.78
48 N 3.47238 15.07892 17.78689  -0.12
49 H 2.49027 15.34723 17.93326  -0.03
50 H 4.01236 15.94517 17.85196  0.39
51 H 3.67543 14.75325 16.83646  0.43
52 H 3.56660 12.56588 17.20206  0.37
53 H 2.43210 12.63431 18.57006  0.25
54 H 4.06500 11.88520 18.79282  0.37
55 H 3.67468 14.39165 19.67195  0.18
56 H 5.91782 13.50294 19.51801  0.49
57 H 5.94735 15.15376 18.92521  0.47
58 H 7.71414 13.72022 16.24886  0.28
59 H 7.97022 13.33036 17.93609  0.31
60 H 7.58146 15.02841 17.30058  0.32
61 C -3.48608 21.57628 23.25839  -0.63
62 C -2.09109 22.08512 23.48448  0.76
63 O -1.77036 23.20968 23.34188  -0.41
64 N -1.06667 21.09393 23.97139  1.01
65 H -1.24808 20.76581 24.92660  0.35
66 H -1.02578 20.25856 23.36428  -0.68
67 C 0.30767 21.72214 23.94313  -0.41
68 H -3.97284 21.37135 24.21367  0.40
69 H -3.40598 20.65244 22.68429  -0.37
70 H -4.03159 22.36207 22.74799  0.44
71 H 1.02356 21.00656 24.33786  0.11
72 H 0.28812 22.63710 24.52305  0.58
73 H 0.50295 21.95816 22.90098  0.06
74 C -2.31497 16.52413 27.05393  -0.71
75 C -3.39582 16.56545 26.02443  0.62
76 O -4.45667 16.05528 26.15095  -0.49
77 N -3.14866 17.32015 24.75550  1.16
78 H -2.35756 18.00327 24.92743  -0.49
79 H -2.71623 16.88489 23.91377  0.05
80 C -4.34223 18.07410 24.25342  -0.54
81 H -2.44818 15.61921 27.64348  0.46
82 H -2.42207 17.35512 27.75482  0.27
83 H -1.33072 16.51457 26.58572  0.07
84 H -5.16523 17.38735 24.10855  0.41
85 H -3.98271 18.59120 23.36671  0.01
86 H -4.54711 18.86961 24.96616  0.33
87 C 4.18151 14.52025 24.16195  -1.13
88 C 2.86515 14.52457 23.46288  0.58
89 O 2.55852 14.07000 22.40638  -0.47
90 N 1.80108 15.19482 24.27176  1.32
91 H 2.10961 16.13534 24.54330  -0.53
92 H 1.02410 15.38982 23.62631  -0.57
93 C 1.20700 14.26016 25.31611  -0.72
94 H 4.09848 14.05848 25.14474  0.35
95 H 4.44304 15.58585 24.21890  0.31
96 H 4.96302 14.02009 23.59797  0.43
97 H 0.14094 14.41961 25.22407  0.19
98 H 1.63754 14.55626 26.27156  0.40
99 H 1.57936 13.24633 25.18742  0.37
100 C -2.47017 14.17789 18.08794  -0.52
101 C -2.21091 12.91192 18.85326  0.34
102 O -2.53433 11.82844 18.51996  -0.40
103 N -1.35716 13.08958 20.07384  0.65
104 H -0.57542 12.43966 20.19426  0.48
105 H -0.78686 13.95876 20.01923  -0.83
106 C -2.22688 13.18830 21.33321  -0.70
107 H -3.35215 13.94762 17.49111  0.47
108 H -1.65709 14.40541 17.40152  0.19
109 H -2.66111 15.01780 18.75639  0.05
110 H -1.52002 12.93012 22.11430  0.37
111 H -2.96926 12.39793 21.26183  0.50
112 H -2.65170 14.18207 21.36585  0.22
113 C -3.72536 18.79724 19.35672  0.07
114 C -5.12702 19.30242 19.56160  0.04
115 O -5.50043 19.84555 20.53556  -0.41
116 N -6.02747 19.36032 18.32060  0.01
117 H -6.05560 20.35408 18.06171  0.41
118 H -5.47166 18.91568 17.58782  0.40
119 C -7.41861 18.84337 18.53775  -0.75
120 H -3.07335 19.57518 18.95378  0.38
121 H -3.65584 17.90639 18.72312  0.33
122 H -3.33788 18.45070 20.30834  -0.54
123 H -8.02063 19.67952 18.89035  0.34
124 H -7.42783 18.05946 19.28492  0.30
125 H -7.90086 18.58810 17.59777  0.40
126 C 0.52440 16.87651 14.41956  -0.82
127 C 0.99877 18.31530 14.56560  0.67
128 O 1.76568 18.81101 13.82483  -0.39
129 N 0.24183 19.12783 15.55908  0.12
130 H -0.75288 18.93125 15.41928  0.48
131 H 0.31950 18.77319 16.53329  0.28
132 C 0.54326 20.61508 15.63503  -0.84
133 H 1.12815 16.11328 14.90357  0.17
134 H 0.63964 16.71153 13.34976  0.36
135 H -0.51081 16.81772 14.75316  0.28
136 H 0.41759 20.97388 14.61651  0.42
137 H 1.55112 20.76246 15.99762  0.33
138 H -0.23558 21.06693 16.24336  0.36
139 P -0.56001 22.85636 20.00451  1.66
140 F -0.52824 21.37084 20.74820  -0.74
141 F -2.02128 23.15812 20.61151  -0.41
142 F 0.24034 23.47207 21.22982  -0.34
143 F -0.61991 24.28062 19.29130  -0.30
144 F 0.86690 22.46241 19.29545  -0.44
145 F -1.31164 22.14369 18.72697  -0.42